Formula: C6H10O
Source: the Open Molecules 2025 dataset
Level of theory: ωB97M-V/def2-TZVPD

The geometry in XYZ format:
```
17
Properties=species:S:1:pos:R:3:lowdin_charge:R:1
C 0.756 -1.619 -0.018 0.0138
C 0.771 1.154 0.497 -0.2023
C 1.736 0.291 -0.231 -0.0715
C -1.683 1.217 -0.356 -0.0388
C -0.458 -0.928 0.237 -0.3456
C -0.516 0.447 0.168 -0.2342
O -1.643 -1.588 0.512 0.0383
H -1.554 -2.508 0.241 0.0978
H 1.809 -1.835 -0.135 0.0672
H 0.570 -2.696 -0.093 0.0542
H 0.947 1.189 1.575 0.1199
H 0.753 2.184 0.129 0.1110
H 2.640 -0.026 0.271 0.0633
H 1.794 0.441 -1.303 0.0808
H -1.964 2.008 0.347 0.0848
H -2.526 0.557 -0.545 0.0750
H -1.429 1.713 -1.298 0.0864
```

Properties
Net charge: 0
Relative energy (zero: lowest compared OMol25 entry of this formula, charge and spin): 528.3 kJ/mol
F_max: 3.62 eV/Å
Gap between HOMO and LUMO (alpha / beta): 0.29165 / 0.25076 Eh
LUMO (alpha / beta): 0.759 / 0.032 eV